{
  "formula": "C5H12N7P2",
  "method": "the ωB97M-V functional and the def2-TZVPD basis",
  "symbols": ["P", "H", "H", "N", "H", "C", "H", "P", "C", "H", "H", "N", "C", "H", "N", "N", "H", "H", "C", "N", "N", "H", "H", "N", "H", "C"],
  "positions_angstrom": [[-1.412, 0.003, -0.220], [3.272, -1.549, -1.538], [-3.479, 0.909, -2.867], [-2.259, 0.191, -1.642], [-1.218, 2.141, 1.598], [-3.389, 0.739, -1.762], [3.741, 2.581, -1.278], [1.491, 0.283, 0.215], [-1.877, 1.419, 1.835], [-1.315, -3.574, 0.764], [1.411, -0.729, 2.148], [1.476, 0.221, 1.897], [-1.468, -2.433, 0.896], [2.078, 1.884, -2.087], [1.701, -1.304, -0.153], [-2.341, 0.557, 1.039], [-4.145, 1.027, -1.072], [2.292, 0.760, 2.193], [2.874, 1.937, -1.293], [2.867, 1.254, -0.233], [-1.242, -1.610, -0.040], [-1.632, -2.247, 1.871], [-2.295, 1.492, 2.838], [0.234, 0.823, -0.660], [2.201, -2.914, -1.437], [2.435, -1.861, -1.014]],
  "e_lumo_ev": -3.58,
  "charge": 1,
  "orbital_gap_ev": 9.470,
  "max_force_ev_per_a": 5.02,
  "homo_ha": -0.4797,
  "energy_ev": -34378.8130
}

---

{
  "formula": "C7H8CaN2O4S",
  "method": "the ωB97M-V functional and the def2-TZVPD basis",
  "symbols": ["Ca", "C", "H", "H", "C", "N", "H", "O", "C", "H", "O", "C", "O", "C", "S", "O", "H", "H", "C", "N", "C", "H", "H"],
  "positions_angstrom": [[-0.843, 0.100, -0.237], [-0.979, -1.847, -0.013], [-3.487, -0.746, 0.139], [4.489, 0.706, 1.097], [-0.324, -0.154, -2.114], [3.504, 0.785, 0.824], [3.160, 1.744, 0.603], [-1.593, 0.489, 2.709], [-0.417, 2.013, -0.380], [4.134, -1.730, 1.333], [-1.043, -2.940, 0.117], [-2.850, 1.023, -0.895], [-0.031, -0.298, -3.166], [-3.047, -0.323, -0.767], [1.196, -0.142, 0.337], [-0.166, 3.084, -0.457], [-3.015, -0.984, -1.636], [-3.129, 1.713, -0.095], [-1.324, 0.350, 1.650], [3.160, -1.575, 1.053], [2.709, -0.321, 0.763], [-2.657, 1.476, -1.870], [2.552, -2.421, 1.007]],
  "e_lumo_ev": -9.26,
  "charge": 2,
  "orbital_gap_ev": 8.437,
  "max_force_ev_per_a": 7.04,
  "homo_ha": -0.6504,
  "energy_ev": -47807.2047
}

---

{
  "formula": "C6H12O",
  "method": "the ωB97M-V functional and the def2-TZVPD basis",
  "symbols": ["O", "H", "H", "H", "C", "H", "C", "H", "H", "H", "C", "C", "H", "C", "H", "H", "C", "H", "H"],
  "positions_angstrom": [[-2.704, 0.081, -1.062], [-2.170, 0.549, -1.720], [-1.837, -2.012, -0.603], [3.642, -0.465, 0.324], [2.809, 0.246, 0.322], [0.313, 1.139, 1.367], [0.269, 0.472, 0.492], [0.298, 1.109, -0.405], [1.328, -1.177, -0.349], [2.979, 0.963, 1.135], [1.471, -0.469, 0.480], [-2.299, 0.501, 0.277], [-2.169, 1.591, 0.324], [-1.202, -1.133, -0.820], [2.846, 0.800, -0.624], [-1.096, -0.923, 1.405], [-1.037, -0.324, 0.484], [1.472, -1.062, 1.406], [-3.124, 0.215, 0.935]],
  "e_lumo_ev": 0.69,
  "orbital_gap_ev": 8.701,
  "max_force_ev_per_a": 0.31,
  "homo_ha": -0.2945,
  "energy_ev": -8459.8659
}

---

{
  "formula": "C3H12N2O",
  "method": "the ωB97M-V functional and the def2-TZVPD basis",
  "symbols": ["H", "H", "H", "H", "C", "H", "H", "H", "H", "O", "H", "C", "C", "H", "H", "N", "H", "N"],
  "positions_angstrom": [[-2.261, -0.764, 1.058], [1.587, -3.360, 1.039], [-3.343, 0.642, 2.297], [2.573, -2.469, 1.793], [-2.962, 1.044, 0.554], [1.925, -1.950, 0.347], [3.382, -0.972, -1.579], [-2.728, -0.692, -0.625], [-2.064, 1.502, 0.143], [-3.079, 1.501, 1.901], [-3.767, 1.326, -0.143], [3.519, 0.918, -2.662], [3.872, 0.035, -1.681], [2.597, 0.725, -3.229], [4.159, 1.535, -3.243], [1.678, -2.385, 1.243], [4.928, -0.083, -1.502], [-2.954, -0.390, 0.354]],
  "e_lumo_ev": 0.71,
  "orbital_gap_ev": 10.029,
  "max_force_ev_per_a": 3.17,
  "homo_ha": -0.3425,
  "energy_ev": -8330.8016
}

---

{
  "formula": "C24H41Br14FO4",
  "method": "the ωB97M-V functional and the def2-TZVPD basis",
  "symbols": ["H", "H", "H", "H", "H", "H", "Br", "H", "Br", "O", "Br", "H", "Br", "Br", "H", "H", "C", "C", "H", "H", "H", "H", "C", "H", "O", "H", "H", "C", "C", "H", "C", "Br", "H", "C", "C", "Br", "C", "H", "Br", "C", "Br", "H", "H", "H", "C", "C", "C", "C", "C", "H", "Br", "H", "H", "C", "H", "H", "C", "H", "F", "H", "C", "O", "C", "H", "Br", "H", "H", "C", "O", "H", "H", "H", "Br", "C", "H", "H", "H", "H", "H", "C", "C", "C", "Br", "Br"],
  "positions_angstrom": [[-2.130, -4.226, 1.541], [7.573, 5.289, 1.386], [-0.640, 2.564, 2.415], [-6.851, -6.092, 4.726], [-2.720, -6.365, 2.917], [3.425, -0.310, 2.054], [2.657, 10.371, -2.093], [8.217, 3.376, 2.755], [-0.899, -0.500, -4.975], [-0.534, 1.678, -0.030], [0.006, 3.010, -5.643], [6.767, 5.541, 2.951], [1.572, 1.934, 1.571], [-0.082, -5.073, 2.629], [-3.502, -6.229, 1.327], [4.651, 0.308, 3.184], [-4.824, -4.794, -2.211], [-0.686, 0.428, -6.675], [-4.994, -5.124, -3.235], [2.139, 0.704, -0.632], [-1.238, -5.287, 0.428], [4.013, 2.225, 1.818], [2.352, -0.013, -1.501], [0.727, 0.904, -2.884], [-0.551, -2.855, -1.991], [4.804, 9.437, -1.310], [-3.484, 1.913, 1.263], [3.634, 0.375, -2.375], [7.175, 3.458, 2.440], [-7.249, -8.480, 4.439], [-2.618, 2.664, 1.203], [5.132, 4.993, 1.146], [3.262, 7.484, -2.104], [-1.791, -0.668, 0.409], [-4.477, -3.330, -2.104], [2.566, -0.220, 4.396], [-2.544, -6.314, 1.844], [1.361, 0.978, -6.154], [-1.828, -8.043, 1.302], [-6.236, -8.152, 4.677], [6.134, 2.848, 3.972], [-1.640, 0.906, -6.898], [-1.746, 3.359, -0.746], [-0.500, -0.359, -7.407], [0.472, 1.394, -6.627], [3.276, 1.820, 2.513], [-0.785, 0.317, -0.319], [3.610, 0.392, 2.867], [3.424, 7.805, -1.075], [4.566, -0.170, -1.973], [-4.411, -5.980, 5.083], [6.989, 2.755, 1.629], [-6.029, -8.359, 5.727], [-1.764, 2.525, 2.551], [4.195, 7.180, -0.621], [-2.029, 3.426, 3.225], [0.979, -0.076, -2.363], [-4.565, -2.939, -1.091], [3.435, 0.001, -3.751], [2.487, -1.058, -1.055], [6.838, 4.885, 2.084], [-2.573, -0.511, 1.366], [3.787, 9.264, -0.954], [-2.048, 1.582, 3.133], [-5.070, -9.312, 3.629], [0.727, 1.736, -7.632], [1.066, -0.909, -3.150], [-1.823, 2.368, -0.167], [-1.775, -2.002, -0.110], [-2.502, 1.684, -0.806], [3.205, 2.474, 3.381], [-4.041, -5.407, -1.762], [1.794, 7.397, -0.088], [-0.836, -1.937, -1.191], [-3.466, -3.148, -2.473], [3.691, 9.650, 0.060], [-5.993, -6.533, 3.232], [3.791, 1.510, -2.257], [-3.107, 3.710, 1.164], [-0.174, -0.503, -1.316], [-6.048, -6.701, 4.308], [-1.624, -5.188, 1.442], [-6.438, -5.215, -1.202], [-5.633, -2.242, -3.237]],
  "e_lumo_ev": -0.99,
  "orbital_gap_ev": 8.738,
  "max_force_ev_per_a": 4.89,
  "homo_ha": -0.3575,
  "energy_ev": -1017052.9751
}

---

{
  "formula": "C25H55AlN2O5PS",
  "method": "the ωB97M-V functional and the def2-TZVPD basis",
  "symbols": ["H", "N", "H", "H", "H", "C", "P", "O", "C", "H", "H", "H", "H", "H", "H", "C", "C", "C", "H", "C", "O", "H", "C", "H", "H", "C", "O", "H", "C", "H", "H", "H", "H", "Al", "C", "H", "C", "H", "H", "H", "H", "C", "C", "H", "C", "H", "H", "C", "H", "S", "C", "H", "C", "H", "H", "H", "H", "H", "H", "H", "H", "H", "H", "H", "C", "N", "H", "H", "H", "C", "H", "H", "O", "H", "H", "C", "C", "C", "H", "H", "H", "H", "C", "H", "C", "O", "C", "H", "H", "H"],
  "positions_angstrom": [[5.920, 0.173, 3.552], [4.737, 0.451, 0.626], [4.231, 0.507, 3.895], [-4.854, 0.796, -4.978], [7.188, 1.052, 1.989], [-1.325, -0.172, 2.483], [1.173, 0.283, -3.776], [-4.473, 3.499, -3.916], [2.585, 1.504, -3.936], [-0.592, -0.886, 2.106], [-5.881, -3.690, 1.430], [-4.837, 1.007, -1.988], [-6.413, -1.699, 2.912], [-0.619, -0.185, -5.331], [1.346, 3.040, -4.817], [-4.964, -0.348, 3.785], [-2.065, 0.098, -2.185], [4.544, -0.323, 1.886], [-4.201, -2.894, 4.528], [3.061, -0.623, 2.078], [-6.561, 2.962, -2.833], [-2.856, 1.846, -3.093], [6.097, 1.260, -1.257], [6.542, 2.450, 1.131], [-5.414, -3.828, 3.690], [-4.924, -3.224, 1.192], [3.947, 0.021, -0.296], [-0.692, 2.675, -2.548], [0.315, 0.357, -5.419], [2.680, -1.310, 1.325], [-4.405, 4.065, -4.703], [7.396, -1.122, 2.037], [-4.208, -4.013, 0.957], [-0.296, 1.149, -2.120], [-4.431, -3.370, 3.578], [-1.797, -0.901, -2.509], [-4.488, 0.513, -2.888], [6.243, -1.380, -0.785], [3.111, 1.405, -2.995], [7.119, 1.414, -1.607], [-1.938, -2.723, 4.147], [-4.453, -2.401, 2.383], [6.999, 1.468, 1.003], [-5.062, -2.614, 0.302], [2.143, 2.952, -4.091], [-3.706, -4.168, 3.416], [7.973, 1.611, 0.534], [-5.379, 0.991, -4.053], [5.313, -2.081, 2.854], [-5.822, 2.698, -4.010], [5.300, -1.656, 1.848], [0.073, 1.364, -5.753], [-3.013, 0.780, -3.164], [-1.005, -1.329, 4.607], [2.464, 0.288, 2.036], [-1.601, 0.488, 1.664], [2.919, -1.088, 3.055], [-2.442, 0.090, -1.169], [2.956, 3.605, -4.406], [-5.652, 0.495, 3.877], [-6.331, 0.480, -4.096], [-4.991, -0.867, 4.748], [-5.582, -0.681, 1.753], [0.893, -0.139, -6.187], [-2.530, -0.884, 3.092], [-3.102, -1.841, 2.099], [4.739, -2.356, 1.222], [-2.786, 0.444, -4.170], [-4.675, -0.550, -2.808], [-2.009, -1.654, 4.338], [1.774, 3.334, -3.150], [-3.631, 0.917, 2.694], [-3.065, -1.334, 0.915], [-2.642, -1.509, 5.216], [-3.178, 0.714, 4.373], [6.728, -1.579, 1.301], [6.126, 0.575, 0.102], [-3.556, 0.180, 3.499], [5.115, 1.574, 2.843], [3.225, 1.188, -4.752], [7.105, -2.591, 1.138], [0.356, 1.126, -0.646], [6.767, -0.805, -0.016], [7.798, -0.693, -0.359], [-5.439, -1.270, 2.664], [-6.432, 3.032, -5.256], [4.986, 0.527, 3.110], [5.576, 0.667, -2.005], [5.606, 2.232, -1.193], [-0.851, 0.437, 3.253]],
  "s2": 2.008,
  "e_lumo_ev": [2.35, 2.34],
  "charge": -1,
  "orbital_gap_ev": [5.599, 5.591],
  "max_force_ev_per_a": 1.68,
  "spin_multiplicity": 3,
  "homo_ha": [-0.1193, -0.1193],
  "energy_ev": -66753.2627
}

---

{
  "formula": "C32H26N3O4PPdS",
  "method": "the ωB97M-V functional and the def2-TZVPD basis",
  "symbols": ["C", "O", "N", "Pd", "C", "H", "H", "H", "H", "C", "H", "O", "H", "N", "C", "H", "H", "H", "C", "C", "C", "C", "C", "C", "S", "H", "C", "C", "C", "C", "O", "H", "N", "C", "H", "C", "C", "C", "C", "H", "C", "H", "C", "C", "C", "C", "H", "P", "C", "H", "H", "O", "H", "C", "H", "H", "C", "C", "C", "C", "H", "H", "C", "C", "H", "H", "H", "H"],
  "positions_angstrom": [[-3.775, 3.403, 3.372], [0.535, 1.949, -4.024], [0.217, -1.285, 1.562], [0.250, -0.304, -0.072], [-4.664, -3.815, 2.395], [1.019, -0.721, 4.690], [-4.343, 0.146, 2.629], [-4.069, 4.175, 4.075], [-2.650, 0.656, 0.917], [-5.218, -3.229, 0.139], [4.965, 1.676, 2.843], [0.256, 0.552, -2.074], [1.968, 6.546, 1.259], [-0.957, -1.866, 1.890], [-4.335, 2.138, 3.455], [-5.267, 3.333, -2.475], [3.377, 0.103, 3.837], [-2.558, 5.453, -0.388], [3.230, 0.468, 2.827], [0.968, 6.313, 0.915], [-3.938, 1.149, 2.560], [-1.570, 5.694, -0.012], [-3.071, -2.570, 1.058], [3.916, 1.803, 0.929], [0.209, 1.922, -2.612], [-4.191, 2.623, -4.595], [2.818, 1.327, 0.245], [4.106, 1.337, 2.270], [-3.614, 2.678, -3.679], [-3.466, 3.135, -1.328], [-1.590, -1.226, -0.250], [4.587, 2.509, 0.463], [1.916, 0.490, 0.753], [-1.524, 2.399, -2.517], [-4.924, -4.284, 3.338], [1.112, -1.475, 3.900], [2.072, 0.009, 2.086], [-2.990, 1.434, 1.593], [0.089, 7.331, 0.576], [-5.911, -3.235, -0.696], [-2.267, 2.344, -3.686], [-5.066, 1.914, 4.224], [-3.436, -3.195, 2.260], [-0.698, 4.666, 0.337], [-1.799, -1.855, 0.898], [-2.828, 3.691, 2.393], [-2.396, 4.683, 2.344], [-1.093, 2.873, 0.237], [-3.987, -2.603, -0.001], [-3.706, -2.115, -0.925], [0.397, 8.367, 0.663], [0.888, 2.907, -1.793], [-1.767, 2.027, -4.591], [-5.573, -3.838, 1.336], [-2.732, -3.167, 3.081], [1.276, 4.186, 1.016], [-4.215, 3.072, -2.496], [-1.182, 7.021, 0.106], [-2.431, 2.714, 1.486], [0.579, 4.986, 0.791], [0.259, -2.147, 3.978], [-1.868, 7.813, -0.174], [-2.110, 2.812, -1.312], [1.135, -0.863, 2.534], [-3.947, 3.441, -0.408], [2.022, -2.054, 4.108], [2.618, 1.655, -0.768], [-6.538, -4.320, 1.447]],
  "e_lumo_ev": 4.47,
  "charge": -2,
  "orbital_gap_ev": 3.695,
  "max_force_ev_per_a": 0.28,
  "homo_ha": 0.0284,
  "energy_ev": -69871.1466
}

---

{
  "formula": "C3H5N3O",
  "method": "the ωB97M-V functional and the def2-TZVPD basis",
  "symbols": ["H", "H", "C", "H", "C", "N", "O", "C", "H", "H", "N", "N"],
  "positions_angstrom": [[1.541, -1.941, 0.908], [1.962, -1.675, -0.692], [0.383, -0.590, -0.013], [-1.363, 1.389, 2.316], [-0.983, 0.989, 0.524], [1.208, -1.701, -0.018], [-1.622, 1.741, 1.452], [-1.133, 1.166, -0.835], [0.260, 1.093, -1.354], [-0.090, -0.475, -2.088], [-0.006, 0.030, -1.210], [-0.155, -0.026, 1.011]],
  "e_lumo_ev": 0.44,
  "orbital_gap_ev": 8.402,
  "max_force_ev_per_a": 0.52,
  "homo_ha": -0.2927,
  "energy_ev": -9706.1151
}